The following is a DFT calculation (ωB97M-V/def2-TZVPD) of 12 unconnected molecules or ions with the total composition C34H67BBrCl22FN3O4.

Properties
- orbital gap (eV) = 6.0
- spin multiplicity = 1
- HOMO (eV) = -4.585
- E_LUMO (eV) = 1.3767
- charge = -1

```
133
C34H67BBrCl22FN3O4 (ωB97M-V/def2-TZVPD)
C -1.7159 -6.5779 1.8879
C -2.4988 -5.8209 3.0680
O -2.9951 -6.8805 3.9719
C -3.7930 -4.9940 2.6015
C -3.5101 -3.4884 2.1048
C -3.4968 -3.6312 0.5037
C -3.5580 -2.2573 -0.3085
O -4.5467 -2.0588 -1.0669
F -2.5978 -1.2101 -0.2524
O -4.6887 -2.7500 2.5123
B -4.3674 -1.3794 3.0347
O -2.9236 -1.2720 2.6441
C -2.3910 -2.5854 2.8454
Br -2.3108 -2.6731 4.8799
C -0.8628 -2.8961 2.4461
C 0.0519 -1.5996 2.2136
C 0.6169 -1.3894 0.7264
C 1.1625 -2.7118 -0.0011
N 0.0787 -3.1916 -0.9124
C 0.3214 -4.5501 -1.4370
N 0.5830 -5.6336 -0.7366
N 0.2119 -4.7020 -2.9204
H -0.6246 -6.7532 2.2357
H -1.6408 -6.0005 0.9057
H -2.1331 -7.6183 1.6472
H -1.7408 -5.2289 3.6792
H -3.4634 -7.4920 3.3476
H -4.4800 -4.9234 3.5297
H -4.3711 -5.6388 1.8438
H -2.5940 -4.2299 0.1363
H -4.4304 -4.2271 0.2101
H -5.1398 -0.6892 2.4114
H -4.6599 -1.1268 4.1583
H -0.8798 -3.6500 1.5876
H -0.4036 -3.4579 3.3464
H 0.9596 -1.6553 2.9160
H -0.4899 -0.6156 2.4948
H 1.5280 -0.6784 0.8254
H -0.1088 -0.8426 0.0095
H 1.4325 -3.4714 0.8334
H 2.1568 -2.5277 -0.5629
H -0.8585 -3.0811 -0.5057
H 0.5912 -5.3558 0.2584
H -0.5216 -4.0068 -3.1815
H -0.2883 -5.6111 -3.0272
Cl -0.0322 1.4941 -2.2623
C -1.5390 1.9170 -1.4092
C -2.3640 2.9317 -2.1734
Cl -1.5865 4.5361 -2.2171
H -1.2741 2.2810 -0.4150
H -2.1062 0.9913 -1.2924
H -3.3327 3.0634 -1.6875
H -2.5404 2.6135 -3.2025
Cl -4.6381 0.0602 7.2693
C -3.2829 0.6363 8.2675
C -2.0017 -0.1187 7.9797
Cl -2.0820 -1.8113 8.5287
H -3.5739 0.5496 9.3167
H -3.1488 1.6935 8.0385
H -1.1683 0.3473 8.5108
H -1.7670 -0.1204 6.9133
Cl -2.8146 -5.3262 -3.5917
C -4.5652 -5.0301 -3.7539
C -5.2960 -5.1762 -2.4361
Cl -5.3316 -6.8661 -1.8703
H -4.9552 -5.7159 -4.5081
H -4.6795 -4.0109 -4.1286
H -6.3343 -4.8591 -2.5508
H -4.8397 -4.5676 -1.6559
Cl -4.7165 3.9045 7.9388
C -5.1662 4.6381 6.3820
C -6.0684 3.7409 5.5564
Cl -5.2257 2.2878 4.9646
H -4.2451 4.8814 5.8491
H -5.6846 5.5720 6.6104
H -6.4192 4.2848 4.6766
H -6.9415 3.4127 6.1241
Cl 3.5142 7.0607 -4.4433
C 1.7936 7.1552 -3.9896
C 0.9977 5.9780 -4.5154
Cl 0.8404 6.0122 -6.2908
H 1.3985 8.1038 -4.3572
H 1.7549 7.1704 -2.8985
H -0.0145 6.0031 -4.1080
H 1.4533 5.0265 -4.2344
Cl -1.4697 2.9506 6.3653
C -0.0053 3.2765 7.3238
C -0.2813 4.2021 8.4919
Cl -0.6651 5.8590 7.9609
H 0.7527 3.6881 6.6552
H 0.3529 2.3124 7.6917
H 0.6040 4.2710 9.1276
H -1.1115 3.8418 9.1028
Cl 5.2832 2.9679 -8.7819
C 3.5264 3.2351 -8.9229
C 2.8188 3.0996 -7.5898
Cl 2.8182 1.4184 -6.9968
H 3.1352 2.5311 -9.6594
H 3.3908 4.2460 -9.3131
H 1.7738 3.3988 -7.6923
H 3.2776 3.7275 -6.8267
Cl 8.3130 3.0117 -5.4599
C 7.4891 4.5876 -5.3413
C 6.2885 4.5388 -4.4176
Cl 4.9632 3.5599 -5.0920
H 7.2082 4.8989 -6.3491
H 8.2230 5.2994 -4.9575
H 5.8940 5.5461 -4.2690
H 6.5488 4.1285 -3.4400
Cl -6.0244 -4.2625 5.9528
C -5.6303 -3.9244 7.6552
C -6.8611 -3.9245 8.5396
Cl -7.9330 -2.5410 8.2031
H -5.1047 -2.9680 7.6971
H -4.9405 -4.7062 7.9809
H -6.5643 -3.8463 9.5878
H -7.4430 -4.8401 8.4182
Cl 11.8742 0.9871 -1.1547
C 11.4331 1.7773 -2.6894
C 10.5339 0.9071 -3.5438
Cl 11.3877 -0.5219 -4.1798
H 12.3545 2.0382 -3.2129
H 10.9146 2.7028 -2.4306
H 10.1807 1.4744 -4.4073
H 9.6622 0.5597 -2.9861
Cl 7.0823 3.7260 -13.3265
C 8.3615 3.1552 -12.2256
C 8.3153 3.8556 -10.8826
Cl 8.7722 5.5740 -11.0039
H 9.3234 3.2991 -12.7208
H 8.2057 2.0831 -12.0891
H 9.0241 3.3881 -10.1959
H 7.3211 3.8007 -10.4342
```

Here are the Mulliken charges for atoms 1 to 99, given in e: -0.92, 0.50, -0.59, -0.85, 1.33, -0.14, 0.08, -0.63, -0.10, -0.99, 1.58, -0.78, -0.58, -0.14, 0.57, -0.71, -0.23, -0.55, -0.14, 0.59, -0.79, -0.68, 0.20, 0.07, 0.38, 0.06, 0.41, -0.21, 0.32, 0.05, 0.56, -0.37, -0.34, -0.54, 0.48, 0.35, 0.14, 0.44, -0.21, 0.26, 0.34, -0.06, 0.27, 0.33, 0.28, -0.19, -0.03, -0.49, -0.21, 0.34, -0.09, 0.37, 0.32, -0.15, 0.14, -0.29, -0.19, 0.38, -0.41, 0.20, 0.23, -0.19, -0.56, 0.42, -0.21, 0.38, 0.28, 0.36, -0.46, -0.17, -0.39, -0.59, -0.03, 0.25, 0.35, 0.32, 0.28, -0.17, -0.49, -0.26, -0.20, 0.35, 0.31, 0.13, 0.33, -0.10, -0.54, -0.40, -0.20, 0.39, 0.24, 0.35, 0.26, -0.18, -0.51, 0.00, -0.16, 0.35, 0.29

=====

The following is a DFT calculation (ωB97M-V/def2-TZVPD) of 4 unconnected molecules or ions with the total composition C34H67F5I2O14S.

Properties
- orbital gap (eV) = 9.1
- spin multiplicity = 1
- HOMO (eV) = -9.230
- E_LUMO (eV) = -0.0874
- charge = 0
- SMILES = CC[C@H](I)[C@@]1(OC[C@H](C)C(C)C)OS(=O)(=O)O[C@]1(I)CCCC(F)(F)C(F)(F)F.COCCOCCOC.COCCOCCOC.COCCOCCOC

```
123
C34H67F5I2O14S (ωB97M-V/def2-TZVPD)
C 2.1322 -1.5640 3.4439
C 1.9411 -0.0215 3.5218
C 0.6798 0.3348 4.3533
I -0.1589 2.2849 3.7980
C 0.9080 0.2471 5.9127
O 2.2164 -0.1175 6.1743
C 3.0533 0.8819 6.8103
C 3.3738 2.1116 5.9342
C 4.7377 1.8041 5.2509
C 3.5684 3.4424 6.7103
C 3.4429 4.5800 5.6542
C 2.5202 3.7370 7.7812
O 0.4044 1.3555 6.6277
S -0.1291 0.9454 8.1134
O -1.4236 1.4273 8.3917
O 0.7381 1.3311 9.1586
O 0.0103 -0.6337 7.8741
C -0.0061 -0.9149 6.4410
I -2.1406 -0.6948 5.9963
C 0.5463 -2.3531 6.3723
C -0.2855 -3.4223 5.6245
C -1.2566 -4.1745 6.5746
C -2.2204 -5.1013 5.8522
F -1.5411 -5.6964 4.8582
F -2.7049 -6.0253 6.6809
C -3.4446 -4.3972 5.2360
F -3.1196 -3.5841 4.2463
F -4.1268 -3.7207 6.1376
F -4.2522 -5.3228 4.7231
H 2.8586 -1.9476 4.1597
H 2.3578 -1.9032 2.4343
H 1.1734 -2.0199 3.7084
H 1.7190 0.3058 2.5037
H 2.8307 0.5188 3.8218
H -0.0844 -0.3674 4.0371
H 2.6575 1.1235 7.7956
H 4.0011 0.3778 7.0002
H 2.6413 2.2710 5.1397
H 4.7496 0.8045 4.8060
H 5.4976 1.7778 6.0341
H 4.9734 2.5283 4.4744
H 4.5990 3.4928 7.0707
H 3.6921 5.5568 6.0653
H 3.9718 4.3527 4.7298
H 2.3808 4.6063 5.3819
H 2.6817 3.0495 8.6146
H 2.7019 4.7249 8.2075
H 1.4958 3.6351 7.4342
H 0.6249 -2.7028 7.4018
H 1.5512 -2.3950 5.9635
H -0.7702 -3.0720 4.7147
H 0.4298 -4.1836 5.3059
H -0.6186 -4.8052 7.1987
H -1.7420 -3.4593 7.2376
C 2.9808 -4.7366 -3.2890
O 1.9378 -3.8493 -2.9552
C 1.6019 -3.9054 -1.5774
C 0.9426 -2.6163 -1.1343
O 1.8624 -1.5559 -0.8937
C 2.4359 -0.9571 -2.0522
C 1.4660 -0.0865 -2.8223
O 0.6283 -0.8819 -3.6435
C -0.5499 -0.2003 -4.0168
H 2.6953 -5.7748 -3.0835
H 3.1843 -4.6321 -4.3532
H 3.8943 -4.4895 -2.7349
H 2.4991 -4.0838 -0.9730
H 0.9009 -4.7395 -1.4376
H 0.4678 -2.8040 -0.1676
H 0.1562 -2.3087 -1.8248
H 2.9024 -1.7062 -2.6932
H 3.2342 -0.3144 -1.6738
H 2.0276 0.5992 -3.4723
H 0.8633 0.4981 -2.1165
H -1.1344 0.0665 -3.1296
H -1.1479 -0.8699 -4.6319
H -0.3096 0.6994 -4.5944
C -7.2393 3.0834 -3.2474
O -6.9603 1.7263 -2.9889
C -6.6002 1.0163 -4.1641
C -5.7776 -0.2064 -3.8179
O -4.4130 0.0852 -3.5413
C -4.1311 0.6995 -2.2887
C -4.2674 -0.2447 -1.1123
O -5.6276 -0.3817 -0.7370
C -5.8557 -1.5480 0.0227
H -8.0823 3.1869 -3.9404
H -7.4996 3.5595 -2.3037
H -6.3590 3.5900 -3.6605
H -6.0281 1.6623 -4.8401
H -7.5271 0.7025 -4.6632
H -5.7570 -0.8506 -4.7001
H -6.2323 -0.7802 -3.0092
H -4.7229 1.6055 -2.1506
H -3.0845 1.0052 -2.3531
H -3.7197 0.1652 -0.2522
H -3.8451 -1.2215 -1.3785
H -5.5962 -2.4424 -0.5557
H -6.9166 -1.5884 0.2624
H -5.2792 -1.5273 0.9546
C 3.0410 -0.3638 -7.4249
O 2.0748 0.4276 -8.0793
C 1.0798 0.9043 -7.1869
C 0.4279 2.1568 -7.7319
O 1.2033 3.3333 -7.5371
C 2.3426 3.4935 -8.3741
C 1.9997 3.8463 -9.8062
O 1.6330 2.6844 -10.5323
C 0.8943 2.9921 -11.6931
H 2.5821 -1.2490 -6.9696
H 3.7703 -0.6864 -8.1662
H 3.5626 0.2173 -6.6547
H 1.5184 1.1177 -6.2046
H 0.3249 0.1136 -7.0798
H -0.4905 2.3247 -7.1636
H 0.1431 2.0380 -8.7784
H 2.9961 2.6213 -8.3220
H 2.8910 4.3359 -7.9461
H 2.8813 4.2854 -10.2934
H 1.1811 4.5759 -9.8153
H -0.0371 3.5083 -11.4327
H 0.6426 2.0554 -12.1871
H 1.4833 3.6111 -12.3794
```

Here are the Mulliken charges for atoms 1 to 99, given in e: -0.81, -0.14, -1.35, 0.05, 1.30, -0.22, -1.54, 1.51, -1.99, 0.47, -1.47, -1.33, 0.04, 1.13, -0.61, -0.60, -0.37, -0.73, 0.24, -0.58, -1.01, -1.11, 0.73, -0.29, -0.32, 0.67, -0.24, -0.25, -0.28, 0.23, 0.43, -0.09, 0.72, -0.18, 0.78, 0.43, 0.50, -0.22, 0.43, 0.57, 0.36, 0.33, 0.44, 0.32, 0.34, 0.40, 0.52, 0.10, 0.66, 0.24, 0.53, 0.39, 0.37, 0.46, -0.80, -0.21, -0.67, -0.27, -0.35, -0.56, -0.56, -0.15, -0.84, 0.32, 0.23, 0.34, 0.35, 0.42, 0.41, 0.10, 0.19, 0.42, 0.44, 0.33, 0.25, 0.26, 0.31, -0.78, -0.26, -0.57, -0.42, -0.37, -0.53, -0.60, -0.27, -0.73, 0.32, 0.24, 0.33, 0.35, 0.42, 0.39, 0.17, 0.20, 0.44, 0.49, 0.35, 0.32, 0.25

=====

The following is a DFT calculation (ωB97M-V/def2-TZVPD) of 9 unconnected molecules or ions with the total composition C34H67NO16S8.

Properties
- orbital gap (eV) = 9.0
- spin multiplicity = 1
- HOMO (eV) = -9.104
- E_LUMO (eV) = -0.0957
- charge = 0
- SMILES = O=S1(=O)CCCC1.O=S1(=O)CCCC1.O=S1(=O)CCCC1.O=S1(=O)CCCC1.O=S1(=O)CCCC1.O=S1(=O)CCCC1.O=S1(=O)CCCC1.O=S1(=O)CCCC1.CC#N

```
126
C34H67NO16S8 (ωB97M-V/def2-TZVPD)
C -0.7804 0.0973 0.4380
C 0.4069 -0.1079 -0.3729
N 1.3518 -0.3357 -0.9804
H -1.3311 -0.8277 0.5722
H -1.4030 0.8090 -0.1085
H -0.6033 0.5036 1.4318
C 4.8247 4.0389 -0.2389
C 5.0744 2.5865 -0.7306
C 3.7123 1.8617 -0.8774
S 2.4970 2.9124 -0.0249
O 1.8538 2.1563 1.0508
O 1.6804 3.5722 -1.0338
C 3.7034 3.9859 0.7706
H 4.5030 4.7009 -1.0486
H 5.7648 4.4900 0.0789
H 5.7173 1.9964 -0.0830
H 5.5311 2.6802 -1.7157
H 3.6528 0.8612 -0.4536
H 3.3713 1.7536 -1.9065
H 3.9799 3.4765 1.6945
H 3.1722 4.9151 0.9744
C -1.4200 -3.2226 -2.2598
C -0.7231 -3.8758 -3.4620
C -1.4633 -3.4228 -4.7359
S -2.1050 -1.7388 -4.3565
O -3.5667 -1.8042 -4.3413
O -1.3952 -0.7465 -5.1537
C -1.4545 -1.7341 -2.6369
H -0.8677 -3.3003 -1.3224
H -2.4521 -3.5170 -2.0678
H -0.7736 -4.9633 -3.3909
H 0.3210 -3.5710 -3.4379
H -2.2878 -4.0460 -5.0673
H -0.7330 -3.3255 -5.5381
H -2.1142 -1.1265 -2.0235
H -0.4653 -1.3028 -2.7814
C 2.7125 -1.3813 4.6878
C 2.2783 -1.0848 3.2482
C 3.4670 -0.4580 2.4945
S 4.4851 0.3647 3.7899
O 4.4919 1.7995 3.5835
O 5.7446 -0.3666 3.9281
C 3.3176 -0.0678 5.1456
H 3.5436 -2.0897 4.7449
H 1.9093 -1.7099 5.3448
H 1.4005 -0.4397 3.2436
H 1.9463 -2.0042 2.7610
H 3.1104 0.2819 1.7811
H 4.1351 -1.1799 2.0309
H 2.6796 0.8135 5.0200
H 3.7669 -0.0067 6.1341
C -0.5297 2.0017 -6.1433
C 0.7814 2.6280 -5.6782
C 0.9212 2.2017 -4.2418
S -0.6548 2.6760 -3.5083
O -0.6964 4.0960 -3.2504
O -1.0415 1.7578 -2.4615
C -1.5836 2.2921 -5.0464
H -0.4919 0.9297 -6.3189
H -0.8451 2.4850 -7.0716
H 0.7264 3.7122 -5.7756
H 1.6335 2.2851 -6.2681
H 1.7817 2.6658 -3.7531
H 1.0606 1.1406 -4.0207
H -2.3999 2.9879 -5.2190
H -2.0692 1.3409 -4.8147
C -6.4230 0.1277 3.8853
C -5.2106 -0.4091 4.6583
C -3.9447 0.3294 4.2192
S -4.2276 0.7083 2.4543
O -3.5171 -0.2852 1.6733
O -3.9123 2.1145 2.2659
C -6.0181 0.3098 2.4316
H -6.6278 1.1242 4.2905
H -7.3277 -0.4489 4.0578
H -5.1110 -1.4940 4.6682
H -5.3587 -0.1029 5.6967
H -2.9787 -0.1742 4.2495
H -3.8268 1.2433 4.7982
H -6.1574 -0.6322 1.8887
H -6.5885 0.9629 1.7707
C -3.3722 5.0275 0.4064
C -2.6649 3.9035 -0.3570
C -1.2807 3.7064 0.2531
S -0.6327 5.3842 0.4517
O -0.1510 5.9621 -0.7902
O 0.2599 5.3632 1.5908
C -2.3148 6.0326 0.8268
H -3.8900 4.6546 1.2879
H -4.1326 5.4648 -0.2396
H -2.4901 4.1630 -1.4057
H -3.1754 2.9420 -0.3892
H -0.5488 3.0400 -0.1860
H -1.4618 3.3721 1.2815
H -2.4171 7.0136 0.3643
H -2.2380 6.2165 1.9001
C -3.3317 -4.6260 3.3693
C -2.1456 -4.9304 4.2769
C -0.9106 -4.5758 3.4651
S -1.3149 -2.9169 2.7248
O -0.8072 -2.9126 1.3676
O -0.9763 -1.8919 3.6862
C -3.1184 -3.2394 2.7599
H -4.2726 -4.6809 3.9130
H -3.3292 -5.3779 2.5770
H -2.1051 -5.9846 4.5524
H -2.1647 -4.3633 5.2104
H -0.8202 -5.2677 2.6262
H 0.0573 -4.5131 3.9557
H -3.6090 -3.0454 1.8130
H -3.4612 -2.5269 3.5116
C 3.5715 -4.0889 -3.2929
C 3.1538 -2.6226 -3.3677
C 4.1692 -1.7527 -2.6172
S 4.8825 -2.8546 -1.3287
O 4.3763 -2.5363 0.0009
O 6.2913 -3.0720 -1.5848
C 3.9267 -4.3343 -1.8359
H 4.4793 -4.2089 -3.8897
H 2.7901 -4.7335 -3.6899
H 2.1829 -2.3973 -2.9154
H 3.0509 -2.3171 -4.4105
H 3.8448 -0.8465 -2.1167
H 5.0298 -1.5605 -3.2607
H 3.0405 -4.3339 -1.1993
H 4.5000 -5.2083 -1.5313
```

Here are the Mulliken charges for atoms 1 to 99, given in e: -0.21, -0.33, 0.08, 0.10, 0.12, 0.58, -0.70, -0.76, 0.01, 1.32, -0.68, -0.63, -0.71, 0.32, 0.44, 0.38, 0.30, -0.21, 0.19, 0.24, 0.42, -0.50, -0.10, -0.90, 1.19, -0.74, -0.61, -0.46, 0.12, 0.42, 0.51, -0.22, 0.38, 0.40, 0.57, -0.19, -0.81, -0.31, 0.95, 1.02, -0.62, -0.67, -0.88, 0.35, 0.39, 0.09, 0.19, -0.77, 0.22, 0.35, 0.49, -0.54, -0.75, -0.30, 1.40, -0.82, -0.49, -0.68, 0.22, 0.35, 0.31, 0.40, 0.14, 0.20, 0.48, 0.11, -0.58, -0.46, -0.60, 1.04, -0.52, -0.62, -0.90, 0.27, 0.38, 0.19, 0.37, 0.13, 0.46, 0.36, 0.48, -0.69, -0.50, 0.19, 1.37, -0.67, -0.75, -0.85, 0.11, 0.42, 0.42, 0.32, -0.38, 0.24, 0.38, 0.40, -0.66, -0.59, -0.94